(1)
A molecular structure, C9H20BNOPPb. Source: the Open Molecules 2025 dataset; level of theory: wB97M-V/def2-TZVPD.

Results
Net charge = +1
Multiplicity = 1

Each line ends with the Mulliken charge.
Cartesian coordinates (Å):
H  3.0780  -1.6107  -0.1159  0.259
H  -1.3364  2.3502  -1.8405  0.400
H  -0.7793  2.1874  2.0127  0.064
H  1.9916  -3.5211  -0.8437  0.242
P  0.3290  1.2876  2.1263  0.327
H  -1.5132  -1.4253  1.7510  0.174
H  0.0166  -1.3137  -0.0788  -0.406
B  1.0639  0.7322  0.3969  0.354
Pb  -3.3750  -0.9437  -2.6014  1.059
N  1.6568  -2.7140  -1.3819  -0.563
H  -2.0436  -2.0292  0.1262  0.269
C  -1.0886  1.7709  -0.8893  -0.913
C  2.1752  -1.4456  -0.7834  -0.581
C  2.6532  1.1175  0.4870  -0.583
H  -2.7915  0.6192  -1.7126  0.055
H  -1.3226  -0.4674  -1.4108  0.402
C  3.8521  1.3028  0.6712  -0.225
C  1.0278  -0.9020  0.2006  -0.064
H  0.8911  1.1181  -1.8328  0.284
H  4.9066  1.6071  0.8243  0.404
H  2.4038  -0.7157  -1.6096  0.329
H  -3.2886  -1.7323  1.5062  0.312
C  0.4761  1.5725  -0.8818  -0.774
H  -2.2778  0.8725  1.1917  0.216
H  -1.4846  2.4290  -0.0567  0.382
H  -3.7266  0.2187  0.3387  0.443
C  -2.5969  0.1006  0.4411  -0.434
H  1.3494  2.0225  2.8333  0.117
O  0.0068  0.0829  3.0328  -0.679
H  2.0943  -2.7868  -2.3061  0.244
H  0.9312  2.6155  -0.8263  0.331
C  -1.9048  0.4078  -0.9688  0.065
C  -2.3541  -1.3715  0.9953  -0.899
H  1.2795  -1.3460  1.2179  0.387

Atoms 1-6, force components in eV/Å:
-0.851 0.359 -1.144
0.233 -0.624 1.080
0.256 0.036 -0.015
-0.267 0.415 -0.251
0.622 -1.705 2.592
-0.810 0.286 -0.896

=====

(2)
A molecular structure, C9H20BeN2O3. Source: the Open Molecules 2025 dataset; level of theory: wB97M-V/def2-TZVPD.

Results
Net charge = +2
Multiplicity = 1

Each line ends with the Mulliken charge.
Cartesian coordinates (Å):
H  -2.2686  -2.1618  0.6206  0.548
H  -1.7055  1.7233  -2.2760  0.521
H  3.5718  -1.8572  -1.4551  0.309
C  -1.1862  1.4750  1.2442  -1.341
C  -2.5503  -0.2210  -0.2272  0.793
C  3.6675  0.8967  0.2162  -0.846
N  3.0254  0.0148  -0.7616  -0.295
H  3.4675  1.9238  -0.0737  0.341
C  -2.0258  1.2435  -0.0947  1.489
H  -3.6099  -0.2589  0.0076  0.468
C  -1.8560  -1.1628  0.7375  -0.913
O  1.9835  -2.0653  -0.2327  -0.318
Be  -1.6986  2.8918  0.1827  0.092
H  -3.0556  -0.2779  -2.3659  0.389
H  -1.7576  1.2688  2.1418  0.604
H  2.0489  0.2257  -0.8824  0.161
H  -2.0033  -0.8767  1.7830  0.389
H  -0.0427  -2.0640  2.1358  0.275
H  3.9900  -1.5502  0.2040  0.432
H  -0.7553  2.5516  1.4588  0.114
C  -1.1879  1.7463  -1.3291  -1.100
H  -0.2815  0.8723  1.2709  0.362
H  -2.9516  1.9195  -0.0319  0.012
H  4.7401  0.7714  0.2002  0.324
H  -2.6353  -1.8191  -1.6098  0.469
O  -0.5002  -1.1752  0.3630  -0.026
O  2.2871  -1.8258  1.9921  -0.518
C  -2.4016  -0.7637  -1.6523  -1.643
C  1.5996  -1.9704  1.0258  0.616
H  3.2754  0.7463  1.2232  0.309
H  -0.2446  1.2211  -1.3974  0.337
C  3.2215  -1.3933  -0.5432  -0.499
N  0.2075  -2.1325  1.1544  -0.449
H  -1.3709  -0.7198  -1.9855  0.461
H  -0.9969  2.8036  -1.0431  0.134

Atoms 1-6, force components in eV/Å:
-0.237 -0.142 -0.004
-0.332 0.356 -0.096
-0.249 -0.333 -0.197
-0.140 0.629 0.225
-0.231 -0.591 -0.302
-0.785 0.106 -0.098

=====

(3)
A molecular structure, C9H20BrIPtSi. Source: the Open Molecules 2025 dataset; level of theory: wB97M-V/def2-TZVPD.

Results
Net charge = +2
Multiplicity = 1

Each line ends with the Mulliken charge.
Cartesian coordinates (Å):
H  1.7303  0.2181  2.1106  0.433
H  -1.6221  1.5911  -2.5839  0.353
H  -2.0486  -1.2406  -0.4242  -0.129
H  3.4007  0.5218  -0.6090  0.302
H  -1.9687  2.3821  0.1609  0.430
C  2.6483  0.8598  0.1390  -0.912
H  0.4147  2.3336  1.0590  0.320
Si  1.9417  -1.8629  0.8132  0.224
H  2.0042  -3.0483  2.9554  0.353
H  0.5524  -3.6369  2.0116  0.348
H  -0.1666  0.6266  0.9525  0.197
C  -1.5836  1.0866  -1.5921  0.945
H  1.0740  0.5846  -1.4262  0.274
H  -0.8801  0.1984  -1.7071  -1.157
I  3.8254  -3.3212  0.1379  0.102
C  -3.0176  0.5068  -1.3478  -0.863
H  3.4391  -0.2115  1.8534  0.439
H  0.4935  -2.0216  2.8791  0.372
C  -3.0252  -0.6853  -0.3105  -0.336
H  1.5391  2.2609  -1.0667  0.397
C  -1.1038  2.0921  -0.4677  -1.031
Br  0.2902  -1.8333  -0.8081  0.076
C  2.4473  -0.1327  1.3386  -0.656
H  -0.7711  3.0154  -0.9921  0.346
H  -3.7243  1.2912  -1.0079  0.402
C  1.3210  1.2762  -0.5879  -0.550
H  -3.4136  0.0828  -2.3003  0.320
C  0.1046  1.5284  0.3515  -0.164
Pt  -1.1317  -1.7920  -2.5978  1.264
H  -3.8499  -1.3756  -0.5789  0.275
H  3.0838  1.7877  0.5804  0.354
H  -3.1370  -0.3350  0.7371  0.280
C  1.1335  -2.7470  2.3280  -1.009

Atoms 1-6, force components in eV/Å:
0.275 -0.096 -0.619
0.415 -0.381 0.596
-0.629 0.171 0.228
-0.516 -0.096 0.609
0.439 -0.457 -0.207
-0.455 0.925 0.446

=====

E_tot / eV: -28392.57096; -19158.00238; -98903.16698